Entry 1:
{"formula": "C20H20ClN3O3", "method": "the ωB97M-V functional and the def2-TZVPD basis", "symbols": ["O", "Cl", "N", "O", "O", "C", "C", "C", "C", "C", "C", "C", "C", "C", "C", "C", "C", "C", "C", "N", "N", "C", "C", "C", "C", "C", "C", "H", "H", "H", "H", "H", "H", "H", "H", "H", "H", "H", "H", "H", "H", "H", "H", "H", "H", "H", "H"], "coordinates": [[-0.1187, 2.8622, -0.9962], [2.6613, 2.4106, -7.1819], [-2.3317, 0.6944, 1.8604], [1.8889, -0.3696, 0.7038], [2.4535, -2.3283, 1.7761], [-0.4978, 1.7018, -1.1198], [-2.6998, -0.2656, 1.0489], [-2.0674, -0.0539, -0.2111], [1.4924, -0.2376, 2.0371], [1.7462, -1.4998, 2.6432], [-1.3477, 1.0926, -0.1125], [1.0120, 0.8119, 2.8009], [1.2888, -1.8143, 3.9027], [1.1976, 0.7650, -5.5920], [2.0345, 2.7508, -4.5894], [0.5322, 0.4369, -4.4446], [1.4195, 2.4308, -3.3948], [1.9359, 1.9318, -5.6776], [0.5761, 1.2863, -3.3133], [-0.2158, 0.9507, -2.2318], [-1.4164, 1.4950, 1.2223], [2.3850, -1.6688, 0.4857], [0.9063, -0.9705, 6.2121], [0.8686, 2.1623, 2.1710], [0.7520, 0.6634, 4.2840], [-0.6296, 2.5188, 1.9445], [0.5106, -0.7967, 4.7356], [-3.3992, -1.0606, 1.3045], [-2.2374, -0.6543, -1.0832], [1.5287, -2.7775, 4.3299], [1.1586, 0.1577, -6.4981], [2.5840, 3.7035, -4.6124], [-0.0808, -0.4465, -4.4586], [1.5419, 3.1319, -2.5765], [-0.7445, 0.1117, -2.3525], [3.3738, -1.5859, 0.0436], [1.7679, -2.2325, -0.2093], [1.9581, -0.7184, 6.3490], [0.7025, -1.9713, 6.5363], [0.3644, -0.2941, 6.8754], [1.3099, 2.8990, 2.8443], [1.4097, 2.1671, 1.2235], [-0.1279, 1.2787, 4.5838], [1.6757, 1.0456, 4.7675], [-1.0788, 2.7460, 2.9029], [-0.6287, 3.4336, 1.3398], [-0.5432, -1.0224, 4.5982]], "forces_ev_per_angstrom": [[0.214, -0.607, 0.072], [0.045, -0.117, -0.027], [1.363, 0.802, 1.309], [-0.619, 1.283, 0.435], [-0.593, 0.975, -0.360], [0.495, 1.799, -0.525], [0.687, 0.610, -1.405], [-1.278, -0.829, 0.217], [-0.668, 1.246, 1.185], [-0.725, -1.949, 2.710], [0.714, -0.569, 1.751], [0.958, -1.265, -2.584], [1.149, 0.649, -2.096], [0.543, -0.022, -1.256], [0.579, 0.968, 0.609], [-0.234, 0.599, 0.859], [-1.005, -0.595, 0.469], [-0.101, 0.011, -0.325], [1.161, 0.816, -1.350], [-0.253, -0.146, 0.762], [-1.323, -0.826, -0.786], [0.412, -0.187, 0.897], [-0.274, 0.824, -0.314], [-0.750, -0.811, -0.125], [0.183, -0.507, -0.322], [0.531, 0.608, -0.752], [0.845, -0.033, -0.116], [0.233, 0.491, 0.186], [0.029, -0.074, -0.244], [-0.109, -0.103, 0.028], [-0.185, -0.064, 0.426], [-0.157, -0.623, -0.239], [-0.193, -0.266, 0.222], [-0.279, -0.365, -0.013], [-0.052, -0.398, 0.159], [0.294, -0.042, 0.234], [-0.511, -0.058, 0.150], [0.111, -0.271, -0.080], [0.070, -0.622, 0.261], [-0.222, 0.043, -0.115], [-0.105, 0.280, -0.117], [-0.090, 0.207, 0.007], [0.738, -0.261, -0.151], [-0.503, 0.027, 0.132], [-0.497, -0.354, -0.003], [-0.287, -0.238, 0.124], [-0.341, -0.035, 0.101]], "smiles": "C[C@@H]1C=C2OCOC2=C(CCn2nccc2C(=O)Nc2ccc(Cl)cc2)C1", "gap_ev": 8.08, "total_energy_ha": -1624.25695, "multiplicity": 1, "relative_energy_ev": 4.329, "e_homo_ev": -7.7, "largest_force_ev_per_a": 3.42, "molar_mass_g_mol": 385.851}

---

Entry 2:
{"formula": "C20H20ClN3O8P", "method": "the ωB97M-V functional and the def2-TZVPD basis", "symbols": ["C", "C", "C", "N", "N", "C", "C", "C", "C", "O", "Cl", "C", "C", "O", "O", "P", "C", "C", "C", "O", "C", "N", "C", "H", "H", "H", "H", "H", "H", "H", "H", "H", "H", "H", "H", "H", "H", "H", "H", "C", "C", "C", "O", "C", "C", "C", "O", "O", "O", "H", "H", "H", "H"], "coordinates": [[7.9637, 0.2498, 2.5540], [6.9321, -0.2610, 1.3439], [6.5789, -1.8941, 1.3834], [6.4635, 0.6106, 0.3920], [5.0810, 0.5549, 0.2640], [4.5358, -0.3446, -0.8537], [2.9421, -0.5812, -1.1770], [2.5487, -1.5906, -2.4081], [1.5531, -0.9501, -3.5423], [1.9041, -0.0348, -4.4588], [-0.2205, -1.5991, -3.5857], [1.8429, 0.2308, -0.2335], [0.2163, 0.0209, -0.5606], [-0.4084, 1.0974, -1.0579], [-0.3785, -1.3051, -0.3322], [-1.5553, -1.2955, 0.9513], [-0.7646, -1.3217, 2.6895], [-2.8693, 0.0754, 0.7497], [2.4285, 1.2233, 0.9395], [1.4534, 1.9840, 1.7628], [2.0024, 3.3460, 2.0045], [2.4850, 4.5017, 2.3977], [4.0690, 1.3005, 1.1062], [7.8894, 1.4053, 2.7507], [7.6956, -0.4094, 3.4958], [9.0545, -0.0921, 2.2199], [6.6986, -2.2522, 0.2550], [7.3465, -2.4651, 2.0757], [5.4573, -2.0437, 1.6960], [5.3117, -0.9255, -1.5118], [3.5666, -1.8576, -2.9700], [2.1658, -2.5887, -1.9283], [-0.9325, -0.2793, 3.2397], [0.3485, -1.6886, 2.7239], [-1.3981, -2.1034, 3.3319], [-3.8662, -0.1403, 1.3251], [-2.4186, 1.1008, 1.1102], [-3.0784, 0.1837, -0.4088], [4.4823, 2.0051, 1.9481], [-6.2884, -0.3043, -1.7561], [-7.2173, -0.0481, -2.6793], [-8.3563, 0.8688, -2.3971], [-9.1839, 1.0998, -3.2715], [-8.4444, 1.4656, -1.0552], [-7.5174, 1.2065, -0.1310], [-6.3639, 0.3117, -0.4224], [-5.5178, 0.1071, 0.4416], [-7.5955, 1.7619, 1.1330], [-7.1544, -0.6254, -3.9342], [-5.4540, -0.9670, -1.9485], [-9.2869, 2.1159, -0.8577], [-6.8096, 1.4241, 1.6154], [-7.9370, -0.2829, -4.4184]], "forces_ev_per_angstrom": [[0.296, -1.097, -1.603], [0.164, -0.107, 0.372], [-0.223, 1.187, -0.715], [0.422, -0.363, 4.712], [-6.363, -2.602, -2.954], [-3.316, 0.816, 0.878], [1.653, 2.781, 2.956], [1.035, 0.008, 0.338], [1.131, 4.627, -4.806], [-2.122, -6.550, 6.803], [2.787, 0.816, 0.236], [3.151, -0.112, 0.364], [-2.428, 4.404, -2.130], [4.003, -7.224, 3.394], [1.977, 5.157, 0.277], [-2.226, -2.577, 0.393], [-0.131, 1.049, 1.565], [1.321, 1.932, -0.215], [2.237, -2.648, -3.320], [4.397, 2.618, -1.206], [2.666, 6.088, 3.036], [-4.439, -10.671, -3.728], [-1.390, -0.662, -0.793], [0.151, -2.480, -0.577], [0.376, 1.447, -1.960], [-2.196, 0.961, 0.846], [-0.231, 0.673, 2.523], [-1.795, 1.358, -1.402], [2.251, 0.110, -0.436], [-1.437, 1.515, 1.575], [-2.281, 0.755, 1.132], [0.285, 2.064, -1.104], [0.809, -2.128, -1.031], [-2.136, 0.886, -0.207], [1.295, 1.599, -1.728], [2.587, -0.025, -1.087], [-1.057, -1.705, -0.712], [0.390, -0.402, 2.486], [-0.637, -1.552, -1.954], [0.249, 0.083, 0.555], [0.516, -1.106, -1.753], [-1.084, 0.641, -0.232], [0.865, -0.403, 0.532], [-0.094, -0.050, -0.310], [-0.562, 0.985, 1.450], [0.519, -0.503, -0.220], [-1.402, 0.263, -0.425], [0.834, -1.106, -1.416], [-0.709, 1.213, 1.653], [-0.060, 0.025, 0.000], [0.047, -0.036, -0.016], [-0.385, 0.176, -0.193], [0.288, -0.129, 0.157]], "charge": 1, "gap_ev": 5.07, "total_energy_ha": -2340.92939, "multiplicity": 1, "e_homo_ev": -10.4, "largest_force_ev_per_a": 12.14, "molar_mass_g_mol": 496.820}